Record 1
Below is C24H59Cr2N5O12 as an isolated structure in a non-equilibrium geometry, with properties calculated with ωB97M-V with the def2-TZVPD basis set.

Element x y z (Å)
Cr  19.081  22.033  -0.158
Cr  19.931  26.650  1.218
O  16.212  26.606  4.682
O  18.733  23.093  1.983
O  19.202  23.677  3.912
O  21.499  18.589  2.375
O  23.751  17.192  9.651
O  21.455  27.225  2.508
O  21.296  24.948  0.941
O  19.921  20.580  6.700
O  18.842  25.187  2.420
O  21.061  22.884  0.352
O  23.731  29.225  -1.887
O  16.914  21.676  0.450
N  22.351  20.586  8.793
N  21.233  28.122  -0.217
N  19.228  20.116  1.139
N  18.899  23.997  2.773
N  18.612  25.809  5.896
C  21.314  20.770  6.529
C  19.381  20.060  2.641
C  17.116  26.819  7.454
C  22.528  19.490  2.790
C  16.254  25.461  5.470
C  24.319  16.652  8.529
C  21.697  26.621  3.805
C  17.303  25.627  6.614
C  23.640  18.643  9.723
C  19.125  21.760  6.970
C  17.943  19.422  0.822
C  20.305  18.824  3.137
C  22.634  28.480  -2.359
C  21.803  23.935  0.423
C  22.553  27.906  1.875
C  22.038  27.469  -1.318
C  23.210  23.895  -0.294
C  15.921  22.623  0.857
C  16.676  20.355  1.086
C  22.093  28.820  0.742
C  15.146  26.530  3.732
C  22.958  19.261  8.529
C  22.008  21.469  7.723
C  24.913  28.543  -1.570
H  15.261  25.417  5.918
H  23.612  22.896  -0.463
H  21.889  29.190  -2.719
H  23.982  24.301  0.360
H  16.556  20.585  2.145
H  17.437  24.663  7.106
H  21.382  21.405  5.645
H  24.821  28.142  -0.561
H  20.487  18.954  4.204
H  18.456  20.079  3.217
H  17.774  18.550  1.453
H  23.073  19.059  3.630
H  19.966  19.507  0.817
H  23.734  19.292  7.764
H  23.373  19.646  2.120
H  23.147  18.829  10.677
H  14.192  26.685  4.235
H  18.115  21.377  6.822
H  19.652  17.965  2.982
H  19.266  22.557  6.240
H  25.301  17.036  8.254
H  22.857  29.393  0.217
H  19.919  20.940  2.993
H  16.284  26.922  8.151
H  17.196  27.815  7.019
H  16.280  23.607  0.555
H  23.135  24.379  -1.267
H  24.632  19.066  9.881
H  21.502  20.333  9.279
H  22.187  18.539  8.262
H  15.040  27.468  3.188
H  21.457  22.280  8.201
H  22.885  26.950  -0.869
H  22.269  20.540  2.923
H  22.403  25.800  3.677
H  20.767  26.245  4.229
H  23.091  27.898  -3.159
H  16.532  24.644  4.805
H  15.366  25.671  3.097
H  21.879  19.888  6.230
H  14.980  22.407  0.352
H  21.416  29.517  1.237
H  18.641  26.451  5.117
H  21.381  26.726  -1.770
H  22.213  27.388  4.382
H  15.675  22.635  1.918
H  25.750  29.239  -1.509
H  15.732  19.939  0.736
H  23.678  16.775  7.656
H  23.028  28.506  2.652
H  19.207  22.216  7.956
H  25.195  27.869  -2.379
H  18.640  24.986  5.311
H  17.954  26.791  8.149
H  24.362  15.565  8.605
H  23.000  21.852  7.486
H  17.948  19.109  -0.222
H  20.673  28.801  -0.712
H  23.300  27.170  1.578

Its spin multiplicity is 9. The expectation value of S² is 20.02. As for the charge: +2. As for the HOMO energy (alpha / beta): -11.654 / -11.654 eV. As for the energy: -114684.245 eV. The largest force on an atom comes out at 3.85 eV/A. The LUMO energy (alpha / beta) is -7.3875 / -6.8425 eV.

---

Record 2
Below is a 4-piece molecular cluster, C24H59N3 overall in a non-equilibrium geometry, with properties calculated with ωB97M-V with the def2-TZVPD basis set.

Element x y z (Å)
N  -1.905  2.350  -0.326
N  2.866  1.040  -3.372
N  0.850  0.579  3.735
C  2.537  1.317  -5.953
C  -3.090  4.144  1.088
C  -0.345  3.773  -1.638
C  -0.533  3.022  -0.406
C  -0.804  -5.639  3.038
C  -0.992  1.767  4.774
C  0.386  1.802  4.451
C  1.497  -0.914  -2.946
C  -3.060  3.189  -0.246
C  -2.079  1.327  -1.413
C  -0.845  -4.311  -2.485
C  1.453  0.588  -3.025
C  0.989  -0.582  4.712
C  3.504  2.689  -1.590
C  -3.347  0.427  -1.222
C  -1.863  -3.856  -0.286
C  2.111  -0.306  5.597
C  3.018  2.415  -3.053
C  0.168  0.066  2.492
C  3.394  0.724  -4.745
C  -1.763  -5.362  1.883
C  -0.997  -3.205  -1.411
C  0.918  -0.888  1.654
C  -0.998  -4.670  0.649
H  0.232  2.407  -0.270
H  -1.331  -6.244  3.688
H  -2.721  3.497  1.908
H  -0.381  -5.372  0.081
H  0.662  4.066  -1.440
H  1.154  2.025  5.255
H  -0.243  -3.858  -3.320
H  -2.261  -3.138  0.417
H  1.561  1.017  -5.948
H  -1.363  2.614  5.505
H  4.321  2.365  -1.505
H  2.289  -1.238  6.252
H  -0.068  0.966  2.023
H  2.291  -1.382  -2.496
H  2.135  3.110  -3.335
H  -2.434  -4.738  2.465
H  2.998  1.138  -7.058
H  -3.880  2.699  -0.219
H  -1.457  1.070  5.748
H  0.022  -0.764  5.008
H  2.421  2.301  -5.763
H  0.603  -1.501  -2.775
H  -0.104  -6.011  2.597
H  -0.229  -3.990  1.076
H  0.430  -1.940  1.723
H  -4.193  4.528  1.342
H  3.749  3.146  -3.614
H  -2.374  1.782  -2.366
H  0.802  -0.751  0.594
H  -1.232  0.774  -1.456
H  0.136  -2.898  -1.306
H  -2.973  0.015  -0.300
H  4.280  1.011  -4.631
H  3.508  3.720  -1.215
H  1.797  -1.108  -4.058
H  -2.450  4.949  1.163
H  -0.466  -4.603  3.336
H  1.924  0.331  6.410
H  -3.512  -0.449  -1.959
H  -4.177  0.975  -1.095
H  -0.351  -5.085  -2.106
H  0.764  2.815  3.802
H  3.157  -0.027  5.210
H  3.481  -0.203  -4.739
H  -1.679  -4.594  -2.952
H  -0.969  -0.351  2.874
H  -1.085  4.586  -1.530
H  -0.213  3.589  0.447
H  1.039  -1.612  4.312
H  -1.467  -2.546  -2.118
H  1.451  0.892  -2.112
H  -2.818  -4.249  -0.674
H  2.021  -0.934  1.820
H  -0.463  3.254  -2.381
H  -3.207  3.854  -1.124
H  -2.234  -6.318  1.654
H  2.823  2.206  -0.991
H  -1.580  1.725  3.823
H  0.792  0.993  -3.636

The SMILES is CCN(CC)CC.CCN(CC)CC.CCN(CC)CC.CCCCCC. As for the HOMO energy: -8.052 eV. As for the energy: -30299.845 eV. The largest force on an atom comes out at 12.97 eV/A. The LUMO energy is 0.8674 eV.